Density functional theory data (ωB97M-V/def2-TZVPD) for C19H41N9O9PSY as an isolated structure at a distorted geometry.

The geometry in XYZ format:
```
81
Properties=species:S:1:pos:R:3:forces:R:3:lowdin_charge:R:1
Y -0.344 0.196 0.075 0.9080 -0.5969 0.4238 1.5885
O 2.919 -1.988 2.472 -0.1470 -0.0243 -0.0971 0.1875
C 2.146 -1.138 1.831 0.1197 0.0445 0.1037 -0.4670
O 1.263 -1.462 1.062 -0.0301 0.1034 -0.0369 0.0503
C 2.484 0.302 2.151 -0.0128 -0.0096 -0.0387 -0.0845
O 1.662 1.074 1.315 -0.1873 0.0892 0.0152 -0.2365
C 1.714 2.503 1.431 0.0792 0.0941 -0.0483 -0.0469
C 0.643 2.999 0.451 0.1507 -0.0161 0.0922 -0.5959
O 0.854 3.924 -0.309 -0.0850 -0.0070 0.0410 0.0732
O -0.434 2.283 0.495 -0.0776 0.4643 -0.1417 -0.1540
H 2.660 -2.896 2.235 0.0633 -0.0042 0.0472 0.1611
H 3.548 0.471 1.960 0.0047 0.0146 0.0134 0.1567
H 2.294 0.496 3.211 -0.0018 -0.0098 0.0138 0.1534
H 2.692 2.888 1.145 0.0346 -0.0752 0.0328 0.1435
H 1.465 2.812 2.450 0.0343 -0.0026 0.0085 0.1423
C -0.981 5.566 -3.777 -0.0088 -0.0236 -0.0177 0.0247
C -2.100 4.616 -3.599 0.0391 0.1362 -0.0159 -0.2866
N -3.336 4.810 -3.936 -0.0147 -0.0452 0.0491 0.1675
N -3.978 3.681 -3.530 -0.0731 0.0828 -0.0954 0.0624
C -3.165 2.787 -2.992 -0.1500 -0.0024 0.0040 -0.4569
S -3.722 1.250 -2.371 0.2459 0.3135 -0.0438 1.1137
N -1.952 3.365 -3.023 -0.0658 -0.1740 -0.0359 -0.0398
N -0.767 2.760 -2.607 -0.0378 0.0694 0.0764 0.1688
H -1.368 6.488 -4.203 -0.0059 -0.0001 0.0096 0.1009
H -0.230 5.158 -4.455 0.0175 0.0141 0.0081 0.0939
H -0.506 5.779 -2.819 0.0139 -0.0065 -0.0073 0.0986
H -4.979 3.613 -3.642 -0.0009 -0.0066 0.0215 0.1790
H -0.090 2.871 -3.354 0.0424 -0.0298 0.0333 0.1150
H -0.433 3.248 -1.770 0.1272 -0.0016 0.0036 0.0747
C -4.379 -0.583 1.310 -0.0113 -0.0092 -0.0056 -0.0678
N -3.811 -0.965 2.598 -0.1518 -0.0693 -0.0246 -0.2967
C -4.797 -1.387 3.589 -0.0188 -0.0281 0.0144 -0.0777
P -2.267 -0.696 3.028 0.2278 0.0865 -0.0592 0.5480
O -1.400 -0.644 1.783 -0.2239 -0.0025 0.1033 -0.3796
N -2.157 0.695 3.880 -0.1047 0.0350 0.1883 -0.2953
C -3.297 1.448 4.387 -0.0521 0.0621 -0.0757 -0.0713
C -0.885 1.101 4.455 0.1281 0.0236 -0.0512 -0.0900
N -1.685 -1.884 3.995 -0.0742 -0.1119 0.1036 -0.2926
C -1.473 -3.209 3.417 0.0646 -0.0332 -0.0673 -0.0805
C -1.921 -1.924 5.435 0.0458 0.0319 0.0510 -0.0906
H -5.073 -1.362 0.990 0.0063 -0.0031 -0.0089 0.0991
H -3.601 -0.490 0.557 0.0017 -0.0042 0.0524 0.0465
H -4.931 0.359 1.381 0.0096 0.0064 -0.0046 0.0953
H -5.249 -2.335 3.292 -0.0143 0.0026 0.0018 0.0980
H -5.589 -0.640 3.684 -0.0111 -0.0192 0.0031 0.0925
H -4.343 -1.513 4.571 -0.0039 -0.0038 -0.0498 0.0704
H -4.206 1.179 3.855 0.0265 0.0028 0.0036 0.0694
H -3.122 2.514 4.236 0.0004 -0.0038 0.0078 0.0953
H -3.446 1.273 5.457 -0.0092 0.0025 0.0035 0.0947
H -0.084 0.456 4.093 -0.0164 -0.0014 -0.0099 0.0703
H -0.903 1.036 5.547 0.0007 0.0103 -0.0079 0.0939
H -0.663 2.134 4.175 0.0016 0.0021 0.0123 0.0906
H -1.243 -3.126 2.357 -0.0079 -0.0040 0.0072 0.0750
H -2.355 -3.844 3.542 0.0030 -0.0042 -0.0075 0.0938
H -0.633 -3.690 3.920 -0.0100 -0.0023 -0.0022 0.0910
H -2.174 -0.936 5.812 -0.0161 0.0060 0.0114 0.0714
H -1.019 -2.265 5.945 -0.0057 -0.0006 -0.0087 0.0963
H -2.732 -2.614 5.685 0.0124 0.0070 0.0136 0.0894
C 3.863 0.372 -1.200 0.0860 0.0251 0.0107 -0.0033
N 3.217 0.259 -2.489 -0.0979 0.0334 -0.0211 -0.0614
C 4.110 0.240 -3.649 0.0247 -0.0573 0.0545 -0.1318
C 3.398 0.807 -4.851 -0.0026 0.0593 -0.0735 -0.1424
C 2.123 0.029 -5.065 -0.1066 -0.0617 0.0774 -0.1400
N 1.340 -0.028 -3.827 0.0370 0.0159 -0.1743 -0.0637
C -0.042 -0.459 -4.006 -0.0023 0.1060 0.0132 -0.0136
C 1.886 0.091 -2.603 -0.3524 -0.1665 -0.1546 -0.4066
O 1.127 0.037 -1.583 0.5955 0.0986 0.0242 -0.1209
H 4.254 1.382 -1.049 -0.0045 -0.0120 -0.0057 0.1097
H 4.695 -0.333 -1.147 -0.0386 0.0043 0.0134 0.1102
H 3.144 0.146 -0.430 -0.1045 -0.0245 0.1637 0.0540
H 4.441 -0.787 -3.835 0.0146 0.0132 -0.0168 0.1411
H 4.992 0.828 -3.397 -0.0259 0.0274 0.0148 0.1324
H 4.031 0.753 -5.736 -0.0037 -0.0361 0.0037 0.1309
H 3.164 1.859 -4.675 0.0256 0.0192 -0.0021 0.1260
H 2.323 -0.991 -5.408 0.0586 0.0226 -0.0116 0.1389
H 1.501 0.507 -5.822 -0.0341 -0.0053 -0.0231 0.1291
H -0.575 0.272 -4.617 0.0117 -0.0149 -0.0378 0.0929
H -0.558 -0.533 -3.056 0.0540 -0.0078 -0.0850 0.0495
H -0.060 -1.418 -4.526 -0.0037 -0.0235 0.0154 0.1059
O -1.872 -0.077 -1.370 -0.6820 0.0457 -0.3670 -0.4485
O -2.713 1.094 -1.115 -0.2278 -0.4294 -0.0312 -0.6149
```
Positions in Å, forces in eV/Å.

Largest force on an atom ... 1.17 eV/A
Molecular weight ... 691.54 g mol⁻¹
Gap between HOMO and LUMO ... 0.3353 Eh
Highest occupied orbital energy ... -13.91 eV
Relative energy (zero: lowest compared OMol25 entry of this formula, charge and spin) ... 4.4345 eV
Net charge ... +2
LUMO level ... -4.8 eV

Density functional theory data (ωB97M-V/def2-TZVPD) for C19H42CeNOP3S as an isolated structure at a distorted geometry.

The geometry in XYZ format:
```
68
Properties=species:S:1:pos:R:3:forces:R:3:lowdin_charge:R:1
Ce 0.035 0.001 1.243 -3.1105 -5.6828 6.9000 0.2727
P 1.796 1.074 2.235 9.6801 4.8332 5.0710 0.7512
P -1.718 1.490 1.400 -9.5164 6.5678 0.2192 0.7411
P 0.520 0.774 -0.885 2.5816 4.1123 -10.5309 0.7294
H -1.006 -2.600 0.691 -0.0763 0.3468 0.3511 0.1215
C -0.324 -1.891 0.218 2.0354 -3.8036 -1.0364 -0.2162
C 1.051 -1.828 0.693 -0.9592 -4.3920 -2.1488 -0.2216
H 1.352 -2.477 1.511 -0.1719 0.2785 0.5311 0.1245
C 2.322 0.677 3.970 0.0237 -0.2859 -0.1180 -0.1698
C 1.910 2.923 2.388 -0.9973 0.0761 -0.4548 -0.1565
C 3.435 0.748 1.430 -0.3989 -0.4244 -0.7445 -0.1673
C -3.367 1.050 0.655 0.3950 -0.6635 -0.2146 -0.1643
C -2.338 2.050 3.061 0.6173 -0.4737 0.5321 -0.1699
C -1.589 3.205 0.690 0.9864 -0.0487 -0.4114 -0.1741
C 1.682 -0.208 -1.939 0.2695 -0.4007 0.2295 -0.1818
C 1.267 2.440 -1.204 0.1106 0.2054 0.4398 -0.1775
C -0.893 0.841 -2.078 -0.6968 -0.1371 0.5190 -0.1850
H -0.507 -1.852 -0.858 0.0319 0.4009 0.0467 0.0959
H 1.852 -1.730 -0.035 0.0009 0.5540 0.0452 0.0874
H 2.406 -0.408 4.088 0.0505 0.1072 0.0538 0.0845
H 1.580 1.050 4.679 0.5730 -0.1318 -0.5281 0.0019
H 3.291 1.136 4.201 -0.1533 -0.0735 -0.3513 0.0913
H 1.094 3.275 3.028 0.1201 0.0957 -0.0310 0.0576
H 1.792 3.386 1.405 0.0689 0.0754 0.1291 0.0430
H 2.866 3.243 2.821 -0.1563 -0.4267 -0.0851 0.0913
H 3.610 -0.332 1.434 0.1610 0.0903 0.0275 0.0709
H 4.257 1.255 1.950 -0.3762 -0.0482 0.0380 0.0898
H 3.417 1.079 0.388 0.1706 -0.0283 0.0919 0.0382
H -4.113 1.841 0.802 0.3681 -0.0766 0.0994 0.0873
H -3.732 0.123 1.102 -0.0882 0.0597 0.0028 0.0715
H -3.242 0.869 -0.415 -0.1272 0.0356 0.0713 0.0483
H -3.149 2.779 2.949 0.2400 -0.1682 -0.3064 0.0888
H -1.515 2.516 3.612 -0.2263 0.0268 -0.0766 0.0399
H -2.709 1.208 3.649 0.0479 0.0347 -0.0824 0.0732
H -2.498 3.779 0.901 0.0898 -0.3983 0.1578 0.0906
H -1.447 3.173 -0.392 -0.0641 0.0611 0.1687 0.0421
H -0.732 3.718 1.135 -0.1171 0.1062 -0.0590 0.0545
H 1.761 0.258 -2.927 -0.1337 -0.0037 0.2050 0.0731
H 1.317 -1.231 -2.056 -0.0131 0.1177 -0.1329 0.0610
H 2.673 -0.244 -1.478 -0.0376 0.0548 -0.0753 0.0638
H 1.316 2.639 -2.280 -0.0814 -0.1900 0.1715 0.0886
H 2.281 2.469 -0.797 -0.0797 0.0538 -0.1279 0.0504
H 0.684 3.226 -0.722 0.1025 0.0036 -0.1353 0.0346
H -0.548 1.079 -3.090 0.2014 -0.1293 0.2994 0.0632
H -1.620 1.595 -1.768 0.0609 -0.0530 -0.1133 0.0389
H -1.391 -0.132 -2.081 0.0058 0.1009 -0.2511 0.0594
C -0.581 -2.719 -5.839 -0.1046 -0.9101 -0.2298 -0.6227
C -1.754 -2.982 -6.557 0.2760 0.0605 0.1913 -0.1088
C -1.994 -4.262 -7.055 0.1787 -0.0129 0.0991 -0.0655
C -1.075 -5.289 -6.845 0.0605 0.2982 0.1314 -0.0654
C 0.094 -5.026 -6.129 -0.1459 0.0749 -0.0332 -0.0747
C 0.344 -3.751 -5.627 -0.3229 0.1956 -0.0675 -0.1345
S -0.203 -1.120 -5.174 -0.2105 0.1576 0.0133 0.7638
H -1.318 -0.508 -5.610 0.1537 -0.0047 0.0279 -0.1172
H -2.478 -2.190 -6.727 0.0736 -0.1052 -0.0208 0.1002
H -2.908 -4.452 -7.611 0.1557 0.0349 0.0778 0.1155
H -1.266 -6.284 -7.235 0.0377 0.1604 0.0501 0.1137
H 0.819 -5.816 -5.958 -0.1073 0.1164 -0.0517 0.1116
H 1.257 -3.555 -5.071 -0.0362 -0.0404 -0.0960 0.0936
C -0.253 1.055 5.798 1.1639 -1.4865 -2.0812 0.0139
C -0.359 -0.174 4.750 1.7472 0.2369 3.7006 -0.4935
N -0.548 -1.401 5.195 -0.3389 0.0450 1.0266 0.2472
O -0.225 -0.126 3.535 -0.6134 1.6196 -3.1821 -0.2218
H 0.200 0.630 6.713 -2.5751 0.2889 1.5229 0.1346
H -0.295 2.002 5.213 -1.9143 -0.1245 1.4411 0.1027
H 0.686 1.638 6.193 1.2702 -1.2152 -2.0030 0.1518
H -0.671 -2.184 4.523 0.1533 0.8880 1.0945 0.1735
H -0.597 -1.520 6.196 -0.3131 -0.6358 0.0031 0.1449
```
Positions in Å, forces in eV/Å.

Largest force on an atom ... 11.95 eV/A
Molecular weight ... 565.66 g mol⁻¹
Gap between HOMO and LUMO (spin up / spin down) ... 0.1063 / 0.1030 Eh
Highest occupied orbital energy (spin up / spin down) ... -13.84 / -13.84 eV
Relative energy (zero: lowest compared OMol25 entry of this formula, charge and spin) ... 14.4292 eV
Net charge ... +3
LUMO level (spin up / spin down) ... -11.0 / -11.0 eV
2S+1 ... 2

Density functional theory data (ωB97M-V/def2-TZVPD) for C19H42CeNOP3S as an isolated structure at a distorted geometry.

The geometry in XYZ format:
```
68
Properties=species:S:1:pos:R:3:forces:R:3:lowdin_charge:R:1
Ce 0.229 0.185 -1.517 -0.6918 -0.6443 -0.3286 0.9824
P -1.865 -1.326 0.129 -1.2957 -0.8696 0.4580 0.7589
P 0.255 1.089 1.430 -0.1934 1.0209 0.6831 0.7386
P 2.296 -2.211 0.667 -0.4489 -0.7825 0.6623 0.8828
H 3.235 -0.578 -6.815 0.0263 -0.4251 0.1363 0.0659
C 3.331 -1.573 -6.360 -0.1242 -0.2699 -0.1848 -0.0461
C 2.253 -2.297 -6.031 0.5619 -0.0878 -0.5391 -0.0868
H 1.237 -1.958 -6.274 0.4100 -0.1174 0.2161 0.0665
C -3.429 -0.647 -0.531 -0.0946 0.3504 -0.4351 -0.2357
C -2.392 -1.466 1.904 0.5695 0.3824 0.1475 -0.2214
C -2.065 -3.090 -0.346 0.5146 -0.0266 -0.4653 -0.2301
C 1.615 2.294 1.461 0.3187 -0.1628 -0.3676 -0.2394
C -1.155 2.254 1.574 -0.2904 -0.1418 -0.4352 -0.2278
C 0.244 0.526 3.182 0.0826 -0.8161 0.0282 -0.2223
C 3.119 -3.616 -0.029 0.2927 -0.1962 -0.3145 -0.1714
C 1.004 -2.658 1.812 -0.4796 -0.1053 0.3689 -0.1850
C 3.357 -1.024 1.466 0.5037 0.7591 0.0138 -0.1683
H 4.355 -1.986 -6.308 -0.6699 0.2880 0.1605 0.0837
H 2.372 -3.333 -5.678 -0.1627 0.4973 -0.1143 0.0741
H -3.316 -0.313 -1.571 -0.1822 -0.0742 0.1865 0.0509
H -3.784 0.194 0.082 0.1367 -0.2143 -0.1923 0.0578
H -4.185 -1.444 -0.505 0.1378 0.2722 0.0226 0.0791
H -2.654 -0.477 2.305 0.0333 -0.2820 -0.0587 0.0489
H -1.609 -1.909 2.533 -0.3171 0.0681 -0.1661 0.0389
H -3.285 -2.109 1.956 0.2736 0.1970 -0.2111 0.0900
H -1.736 -3.219 -1.386 -0.2056 -0.1906 0.1990 0.0457
H -3.125 -3.362 -0.258 0.3137 0.0540 0.0023 0.0788
H -1.473 -3.757 0.294 -0.1924 0.1306 -0.1861 0.0532
H 1.614 2.818 2.426 0.1657 -0.0357 -0.3079 0.0877
H 1.482 3.014 0.647 0.0346 0.1075 0.1623 0.0617
H 2.567 1.782 1.286 0.0095 0.2758 0.2963 0.0348
H -1.021 2.811 2.516 -0.1693 -0.1202 -0.4043 0.0877
H -2.111 1.712 1.584 0.2076 0.2107 0.1669 0.0458
H -1.172 2.950 0.725 0.0450 -0.0577 0.2955 0.0443
H 0.214 1.423 3.830 0.0661 -0.4187 -0.3704 0.0905
H 1.135 -0.074 3.422 -0.2831 0.3756 0.1082 0.0425
H -0.640 -0.101 3.386 0.3423 0.3741 -0.0069 0.0453
H 3.865 -4.049 0.645 -0.0781 0.1096 -0.0227 0.0984
H 3.590 -3.287 -0.960 0.1727 -0.1327 0.1245 0.0650
H 2.385 -4.381 -0.297 -0.0311 0.0457 0.0975 0.0890
H 1.360 -3.411 2.529 -0.0569 0.0602 -0.2037 0.1095
H 0.119 -3.023 1.282 0.4145 -0.2609 0.0765 0.0257
H 0.675 -1.784 2.383 0.2630 -0.1554 -0.1396 0.0142
H 4.253 -1.503 1.894 -0.2368 -0.0178 -0.3207 0.1043
H 2.855 -0.516 2.301 -0.0393 -0.2725 -0.3077 0.0496
H 3.668 -0.252 0.752 0.2402 -0.2175 0.1471 0.0643
C 1.778 -0.835 -3.475 0.1280 0.5499 -0.6178 -0.8281
C 3.125 -0.428 -3.226 -0.1165 -0.1393 0.1750 -0.0669
C 3.627 0.732 -3.811 0.1102 -0.1073 -0.1383 0.0082
C 2.805 1.524 -4.639 -0.3672 0.3482 0.1010 0.0388
C 1.416 1.315 -4.625 -0.3733 -0.6576 -0.4230 -0.0224
C 0.951 0.050 -4.250 0.3397 -0.3184 0.7713 -0.2079
S 1.002 -2.229 -2.815 -0.3122 1.1807 0.6623 0.8185
H 1.595 -1.776 -0.493 0.2949 0.5006 0.3342 -0.0835
H 3.808 -1.116 -2.718 -0.2760 0.3312 0.0615 0.1344
H 4.673 1.025 -3.655 -0.3815 -0.3200 -0.2927 0.1516
H 3.218 2.244 -5.362 -0.0443 0.1060 0.8821 0.1602
H 0.670 2.017 -5.012 0.7012 -0.2143 -0.5912 0.1308
H 0.036 -0.401 -4.651 -0.1618 0.6007 0.3735 0.1410
C -3.197 3.148 -1.264 0.0205 -0.4403 0.5096 0.0480
C -2.061 2.782 -2.156 -0.1051 2.0886 -1.6758 -0.4126
N -1.747 3.605 -3.169 0.1389 -1.4696 1.1247 0.2722
O -1.360 1.721 -1.987 0.8376 -0.7026 0.2640 -0.2359
H -3.058 4.149 -0.828 -0.0994 -0.1915 -0.3253 0.1312
H -3.230 2.423 -0.452 -0.0947 0.1209 -0.0327 0.0621
H -4.162 3.097 -1.788 0.2839 0.1800 -0.0701 0.1354
H -0.988 3.324 -3.785 -0.3046 0.3200 0.0806 0.1314
H -2.212 4.490 -3.358 -0.1112 -0.2495 0.1500 0.1711
```
Positions in Å, forces in eV/Å.

Largest force on an atom ... 2.68 eV/A
Molecular weight ... 565.66 g mol⁻¹
Gap between HOMO and LUMO (spin up / spin down) ... 0.1562 / 0.1595 Eh
Highest occupied orbital energy (spin up / spin down) ... -19.04 / -19.04 eV
Net charge ... +4
LUMO level (spin up / spin down) ... -14.8 / -14.7 eV